One molecule with the formula C8H14NO3P at a distorted geometry, computed with wB97M-V/def2-TZVPD.

XYZ file:
```
27
Properties=species:S:1:pos:R:3:forces:R:3:nbo_charge:R:1
C 2.396887 -1.651098 -0.971942 -0.15 -2.21 -1.33 -0.29
C 2.252736 -0.270555 -1.056703 -0.35 -0.93 2.34 -0.40
C 2.207187 -2.038943 0.316572 0.83 -1.49 -1.34 0.04
C 1.958514 0.075058 0.226685 0.25 2.73 -0.94 0.29
C -2.163594 -2.053082 0.434139 -1.46 1.45 2.17 -0.62
C -1.761284 -0.656946 -0.123844 1.99 -2.03 3.79 -0.42
C -1.994229 0.558091 0.823772 -0.56 -2.55 0.31 -0.21
C 1.657724 1.454374 0.612320 -2.03 -1.20 0.86 -0.94
N -1.459169 1.699720 0.206678 0.46 1.51 -0.31 -0.98
O 0.153902 3.574160 0.138768 -1.47 -1.35 0.27 -0.96
O 1.937275 -0.960248 1.046076 -0.14 0.27 1.75 -0.40
O 0.395185 1.827679 -1.615773 -2.00 1.36 0.01 -0.99
P 0.126662 1.943828 -0.040777 2.32 3.63 -0.20 2.14
H 2.482707 -2.314460 -1.820776 0.43 -0.16 0.19 0.22
H 2.324367 0.452097 -1.789078 0.82 0.71 -1.72 0.22
H 2.422120 -2.996634 0.790722 -0.45 0.52 0.03 0.21
H -3.299388 -2.018700 0.721501 1.79 -0.75 -1.18 0.20
H -1.771053 -2.852507 -0.240432 -0.84 0.44 0.86 0.23
H -1.728729 -2.075236 1.485734 0.00 -0.59 -1.35 0.20
H -2.383994 -0.428060 -0.891393 -0.85 0.42 -3.28 0.20
H -0.659681 -0.873190 -0.239735 -0.91 1.20 -0.86 0.21
H -3.096592 0.743048 0.774332 0.73 -0.44 1.19 0.20
H -1.512627 0.343163 1.842409 -1.11 0.62 -1.20 0.21
H 1.619271 1.566723 1.675223 0.29 0.35 0.91 0.23
H -2.011739 2.109207 -0.545085 0.02 -0.10 0.35 0.42
H 1.020929 3.805318 -0.151454 1.22 0.63 -0.25 0.50
H 0.886624 1.037195 -1.607931 1.16 -2.04 -1.04 0.49
```
Forces are in eV/Å.

The net charge is 0. The value obtained for the LUMO energy is 0.0268 Eh. The relative energy (zero: lowest compared OMol25 entry of this formula, charge and spin) is 163.4 kJ/mol. The maximum force comes out at 4.736 eV/A. The calculation puts the total energy at -25442.532 eV. The value obtained for the HOMO-LUMO gap is 8.3 eV.

=====

C8H14NO3P as an isolated structure at a distorted geometry, computed with wB97M-V/def2-TZVPD.

XYZ file:
```
27
Properties=species:S:1:pos:R:3:forces:R:3:nbo_charge:R:1
C 2.984615 1.311839 -0.603002 -0.61 -0.50 3.52 -0.43
C 1.717998 0.557146 -0.856385 0.46 0.22 -1.01 -0.50
C 3.035585 1.388252 0.761542 0.25 0.75 0.99 0.24
C 1.112318 0.416415 0.450072 -2.04 0.07 1.46 0.19
C -4.917257 -0.462851 -0.130878 0.94 1.40 -2.51 -0.62
C -3.522051 -0.982893 -0.432036 1.10 0.05 2.69 -0.40
C -2.576792 -0.324895 0.585360 0.24 2.06 0.78 -0.19
C -0.086506 0.105455 0.929531 -1.75 -0.64 1.30 -0.02
N -1.174635 -0.590907 0.292521 3.04 0.88 -2.65 -0.62
O 5.401325 -0.658459 0.312609 -2.71 -0.74 -0.98 -1.02
O 1.995487 0.836782 1.436735 1.77 0.55 -0.61 -0.44
O 3.902929 -1.536970 -1.354337 -0.02 1.00 -0.51 -1.06
P 4.738834 -0.321424 -1.175154 0.57 -1.94 0.92 1.47
H 3.543774 1.977648 -1.170629 0.61 0.79 -1.27 0.25
H 1.913735 -0.402398 -1.230785 0.52 -1.52 -0.99 0.26
H 3.725344 1.868454 1.489932 -0.27 -0.38 -1.07 0.21
H -5.508652 -1.037667 -0.753610 -1.99 -0.88 -1.15 0.21
H -5.270990 -0.512480 0.812930 -0.55 -1.33 3.52 0.21
H -5.193595 0.603519 -0.256830 0.98 -0.24 -0.99 0.21
H -3.121544 -0.704010 -1.399154 -0.39 -0.23 -0.44 0.20
H -3.449502 -2.094029 -0.229953 -0.27 1.10 -0.73 0.21
H -2.875782 0.830173 0.617358 0.86 -2.01 -0.12 0.15
H -2.690330 -0.688867 1.640150 -0.42 0.20 -0.89 0.19
H -0.200913 0.317027 2.024389 -0.06 -0.49 -1.04 0.20
H -0.842224 -0.611987 -0.745203 -1.73 -0.14 2.12 0.36
H 6.228918 -0.350675 0.548161 2.65 1.32 0.54 0.49
H 1.129904 1.067801 -1.563333 -1.18 0.62 -0.88 0.23
```
Forces are in eV/Å.

The net charge is 0. The value obtained for the LUMO energy is 0.0053 Eh. The relative energy (zero: lowest compared OMol25 entry of this formula, charge and spin) is 216.4 kJ/mol. The maximum force comes out at 4.132 eV/A. The calculation puts the total energy at -25441.983 eV. The value obtained for the HOMO-LUMO gap is 7.7 eV.

=====

A 3-piece molecular cluster, C8H14O overall at a distorted geometry, computed with wB97M-V/def2-TZVPD.

XYZ file:
```
23
Properties=species:S:1:pos:R:3:forces:R:3:nbo_charge:R:1
C -0.845142 -0.135046 -1.170028 -0.16 0.28 1.75 -0.16
C 2.151456 -0.997526 -0.582045 0.18 0.00 -0.21 -0.70
C -0.811221 0.637103 1.760004 0.20 0.09 0.21 -0.68
C -0.853467 1.260483 -1.725629 -0.05 0.08 -0.08 -0.65
C -2.188890 -0.726563 -0.844140 -0.20 -0.03 -0.21 -0.65
C 1.161913 -0.409671 0.314749 2.76 0.35 3.56 0.06
C 0.111744 0.048598 0.790682 -2.98 -0.17 -4.16 0.08
C 2.295786 -0.024736 2.213008 0.89 -1.03 -1.32 0.30
O 3.466257 -0.284730 2.126558 -0.71 0.27 0.25 -0.56
H -0.251124 -0.820092 -1.771427 0.23 0.02 0.26 0.18
H 1.874530 0.260054 3.228039 -0.06 0.06 -0.42 0.09
H 1.756643 -1.826477 -1.174654 -0.14 0.11 0.09 0.23
H 2.988858 -1.382136 0.008863 -0.07 0.12 0.05 0.27
H 2.564597 -0.247908 -1.263484 -0.11 -0.03 0.04 0.24
H -1.344927 1.485111 1.323776 0.05 -0.09 -0.06 0.24
H -1.550097 -0.097183 2.088718 0.07 0.04 -0.03 0.24
H -0.271597 1.010154 2.632806 -0.03 -0.07 0.01 0.24
H -1.338092 1.965236 -1.041969 0.05 -0.04 0.00 0.20
H 0.156777 1.621836 -1.932631 -0.05 -0.01 0.07 0.21
H -2.765859 -0.079526 -0.176518 0.04 -0.03 -0.01 0.20
H -1.414874 1.316224 -2.671940 0.05 -0.07 0.10 0.21
H -2.797431 -0.861249 -1.752550 0.04 0.05 0.07 0.20
H -2.095840 -1.711955 -0.380190 0.01 0.09 0.02 0.21
```
Forces are in eV/Å.

The net charge is 0. The value obtained for the LUMO energy (spin up / spin down) is 0.0314 / 0.0310 Eh. The relative energy (zero: lowest compared OMol25 entry of this formula, charge and spin) is 534.9 kJ/mol. The maximum force comes out at 5.121 eV/A. The calculation puts the total energy at -10564.501 eV. The value obtained for the HOMO-LUMO gap (spin up / spin down) is 7.1 / 7.3 eV.

=====

One molecule with the formula C8H14O3 at a distorted geometry, computed with wB97M-V/def2-TZVPD.

XYZ file:
```
25
Properties=species:S:1:pos:R:3:forces:R:3:nbo_charge:R:1
O -1.465954 2.117885 0.290061 -0.37 2.11 3.08 -0.53
O -2.287437 0.202423 -2.459653 -0.11 3.14 3.33 -0.48
O -0.015565 0.849253 -0.970236 -1.51 1.97 1.75 -0.51
C -1.261276 1.450118 -0.632496 2.48 -2.81 -3.02 0.71
C -2.360159 1.189333 -1.657606 0.86 -4.24 -4.56 0.47
C -3.359115 2.255662 -1.885973 -0.33 -2.29 3.02 -0.70
C 2.076596 -1.952724 2.110905 0.22 -0.74 0.06 -0.61
C 0.252695 -2.212556 0.362734 -1.01 1.31 0.37 -0.63
C 1.125540 1.204018 -0.069189 0.89 -0.55 -1.03 -0.09
C 1.907578 -0.101946 0.137024 -2.44 -0.86 2.14 -0.41
C 1.171579 -1.184811 1.158424 0.87 -1.39 -2.37 -0.20
H -4.131421 1.959084 -2.490408 -1.75 -1.37 -1.55 0.24
H -3.799190 2.497460 -0.941226 0.07 1.16 0.52 0.24
H -2.868681 2.944750 -2.427459 1.73 3.32 -1.21 0.24
H 2.790676 -2.662825 1.686726 0.30 0.44 -0.38 0.20
H 2.574689 -1.196051 2.729431 0.15 -0.62 0.26 0.20
H 1.427207 -2.651054 2.696397 0.40 0.93 0.03 0.21
H -0.407209 -2.860116 1.003404 1.11 0.42 -0.12 0.21
H 0.805340 -2.853582 -0.355453 -0.27 0.56 0.42 0.21
H -0.524548 -1.592656 -0.147010 0.77 -0.58 -0.28 0.22
H 1.813322 1.887503 -0.601191 -0.56 -0.31 -0.49 0.19
H 0.957832 1.798804 0.838397 -1.08 -0.76 -0.08 0.21
H 2.095963 -0.533331 -0.819007 -0.10 -0.58 -0.74 0.22
H 2.857585 0.160299 0.517322 1.14 0.28 0.76 0.21
H 0.623955 -0.714940 1.926082 -1.46 1.44 0.10 0.19
```
Forces are in eV/Å.

The net charge is 0. The value obtained for the LUMO energy is -0.0029 Eh. The relative energy (zero: lowest compared OMol25 entry of this formula, charge and spin) is 209.5 kJ/mol. The maximum force comes out at 6.287 eV/A. The calculation puts the total energy at -14663.673 eV. The value obtained for the HOMO-LUMO gap is 9.9 eV.

=====

A 2-piece molecular cluster, C8H14O4 overall at a distorted geometry, computed with wB97M-V/def2-TZVPD.

XYZ file:
```
26
Properties=species:S:1:pos:R:3:forces:R:3:nbo_charge:R:1
H 2.958382 -1.260440 -0.603535 -0.33 0.34 -0.28 0.23
C 3.006112 -0.218654 -0.966069 0.60 -0.53 0.24 -0.15
C 4.184182 0.474049 -0.325898 -0.03 0.64 0.39 -0.63
C 2.904124 -0.070403 -2.457903 -0.26 0.06 -0.37 -0.63
C 1.558031 0.420637 -0.379421 -0.30 0.46 1.35 0.78
O 1.637733 0.991780 0.704125 -0.26 -0.86 -1.67 -0.55
O 0.717386 0.105760 -1.238052 0.23 0.41 1.15 -0.40
O -1.256211 0.679701 -0.106731 0.35 -1.04 0.13 -0.40
C -1.555817 -0.417436 0.382888 0.88 -1.55 -0.08 0.78
O -1.214806 -1.600764 0.342786 -0.52 2.08 0.02 -0.55
C -2.812504 -0.063146 1.451786 -0.21 -0.12 0.83 -0.15
H -2.260380 0.245141 2.355479 0.03 0.14 -0.51 0.23
C -3.609837 -1.306969 1.761190 0.08 -0.66 -0.42 -0.63
C -3.576719 1.041928 0.779737 0.01 0.34 -0.32 -0.63
H 4.126787 0.469519 0.773054 -0.04 -0.02 -0.45 0.24
H 5.130387 -0.005075 -0.614981 -0.31 -0.03 -0.12 0.23
H 4.214011 1.520296 -0.663631 0.13 -0.23 0.17 0.21
H 1.945491 -0.520845 -2.738043 0.66 0.07 -0.52 0.25
H 2.859960 1.005039 -2.684232 -0.01 -0.29 -0.15 0.21
H 3.738980 -0.500434 -3.009792 0.10 -0.09 0.16 0.22
H -2.973239 -2.137481 2.104187 -0.22 0.39 -0.16 0.24
H -4.359844 -1.112820 2.539468 0.17 0.21 -0.16 0.23
H -4.136789 -1.631861 0.851742 0.07 -0.04 0.32 0.21
H -2.834685 1.805452 0.522470 -0.81 0.16 0.12 0.25
H -3.996121 0.639985 -0.153514 0.02 0.26 0.15 0.21
H -4.394613 1.447036 1.372901 0.01 -0.10 0.19 0.22
```
Forces are in eV/Å.

The net charge is 0. The value obtained for the LUMO energy (spin up / spin down) is -0.0970 / -0.0963 Eh. The relative energy (zero: lowest compared OMol25 entry of this formula, charge and spin) is 528.3 kJ/mol. The maximum force comes out at 2.148 eV/A. The calculation puts the total energy at -16709.131 eV. The value obtained for the HOMO-LUMO gap (spin up / spin down) is 7.3 / 7.3 eV.

=====

An isolated ion of composition C8H15BrN and charge +1 at a distorted geometry, computed with wB97M-V/def2-TZVPD.

XYZ file:
```
25
Properties=species:S:1:pos:R:3:forces:R:3:nbo_charge:R:1
C -1.958007 -0.594003 -0.095312 4.10 -0.13 -1.04 -0.09
C -0.655341 -0.094602 -0.104803 -3.07 0.63 1.19 0.10
C -1.977869 -2.081363 -0.376968 2.27 0.38 0.64 -0.45
C -0.433810 -2.348680 -0.758050 -1.52 0.33 -0.23 -0.20
C 1.133437 3.309822 0.139215 -0.40 -0.08 -2.68 -0.59
C 1.143999 -1.549986 0.956599 1.69 -1.12 -0.40 -0.43
C -0.169095 1.265580 0.332538 -1.75 0.19 2.89 -0.48
C 0.804051 1.930230 -0.514391 0.27 2.59 -2.99 -0.42
N 0.376899 -1.113164 -0.318293 -2.59 -2.56 3.69 -0.37
Br -3.402510 0.502045 -0.063048 -0.92 0.34 0.31 0.22
H -2.212181 -2.702932 0.493294 -0.02 0.43 0.20 0.24
H -2.637742 -2.437658 -1.126104 -0.56 0.11 -1.04 0.26
H -0.183217 -3.251089 -0.198456 0.82 0.32 -0.50 0.24
H -0.267796 -2.403315 -1.823822 -0.20 -0.46 -0.20 0.23
H 1.789148 3.840876 -0.644330 -1.08 -0.20 1.82 0.23
H 1.662475 2.917811 0.937504 1.66 0.43 2.02 0.20
H 0.244927 3.854677 0.557020 0.84 -0.26 -0.94 0.22
H 2.163028 -1.942258 0.516081 -1.90 0.77 1.30 0.24
H 1.270002 -0.703889 1.633234 0.25 -0.04 -0.36 0.24
H 0.656867 -2.389328 1.563342 0.30 1.28 -1.34 0.25
H 0.317630 1.153738 1.398291 -0.80 0.03 -1.73 0.22
H -0.973952 2.078589 0.567466 0.70 -2.14 -0.63 0.27
H 0.492272 2.128838 -1.634046 0.26 -0.82 2.12 0.22
H 1.753185 1.421302 -0.503252 0.53 -0.45 -0.44 0.19
H 1.063608 -0.791250 -0.933714 1.13 0.42 -1.66 0.43
```
Forces are in eV/Å.

The net charge is +1. The value obtained for the LUMO energy is -0.1116 Eh. The relative energy (zero: lowest compared OMol25 entry of this formula, charge and spin) is 95.0 kJ/mol. The maximum force comes out at 5.186 eV/A. The calculation puts the total energy at -80063.182 eV. The value obtained for the HOMO-LUMO gap is 10.0 eV.